{"formula": "C15H18N2O2S", "method": "ωB97M-V/def2-TZVPD", "gap_ev": 8.841, "energy_ev": -33758.76672, "e_homo_ev": -8.3, "lumo_ev": 0.506, "symbols": ["C", "C", "C", "C", "C", "C", "O", "N", "C", "S", "C", "C", "C", "C", "C", "C", "C", "N", "C", "O", "H", "H", "H", "H", "H", "H", "H", "H", "H", "H", "H", "H", "H", "H", "H", "H", "H", "H"], "coordinates": [[1.710238, 2.687627, -3.165163], [1.190350, 1.682846, -2.145220], [2.306624, 1.068540, -1.286725], [3.209500, 0.139559, -2.099942], [1.697158, 0.309361, -0.134302], [1.944462, 0.654608, 1.169781], [2.760301, 1.672411, 1.482435], [1.386509, 0.035999, 2.242241], [0.592165, -0.959619, 2.021742], [-0.114729, -1.719102, 3.431532], [-1.627412, -2.522435, 2.744543], [-2.415905, -1.598319, 1.868284], [-2.774080, -1.978782, 0.580105], [-3.468184, -1.106278, -0.239549], [-3.807898, 0.154202, 0.219282], [-3.463676, 0.535725, 1.505741], [-2.772089, -0.335293, 2.326400], [0.329287, -1.413248, 0.786008], [0.823905, -0.801334, -0.388944], [0.474178, -1.269237, -1.453912], [2.281416, 3.471833, -2.671932], [0.877617, 3.149171, -3.691567], [2.348223, 2.205658, -3.900734], [0.483399, 2.187548, -1.480747], [0.656070, 0.879506, -2.653118], [2.911938, 1.876296, -0.864068], [2.616940, -0.654280, -2.546361], [3.714155, 0.691313, -2.887819], [3.965554, -0.306153, -1.456456], [2.781547, 1.743475, 2.447575], [-2.184925, -2.789176, 3.643682], [-1.339652, -3.440324, 2.230087], [-2.516060, -2.963441, 0.213606], [-3.731367, -1.410190, -1.240915], [-4.338166, 0.839197, -0.424634], [-3.729163, 1.516974, 1.869502], [-2.490082, -0.035348, 3.325290], [-0.288148, -2.199293, 0.624272]], "forces_ev_per_angstrom": [[-0.138, -0.143, 0.122], [0.194, 0.183, -0.022], [-0.250, -0.218, -0.032], [0.004, 0.180, 0.065], [0.378, 0.461, 0.126], [-0.411, -0.569, -0.294], [0.125, 0.115, -0.083], [0.003, 0.133, 0.461], [0.047, 0.014, -0.159], [-0.265, -0.282, 0.163], [0.568, 0.163, 0.129], [-0.239, 0.001, -0.109], [-0.074, -0.003, 0.208], [-0.038, 0.043, -0.090], [-0.044, 0.000, -0.096], [0.002, 0.038, 0.059], [-0.038, -0.044, -0.011], [0.056, -0.094, 0.019], [0.017, 0.020, 0.530], [-0.051, -0.109, -0.425], [0.085, 0.124, -0.003], [-0.012, 0.088, -0.103], [0.094, 0.009, -0.122], [-0.050, -0.043, -0.005], [-0.071, -0.001, 0.063], [-0.067, -0.044, -0.065], [-0.013, -0.087, -0.063], [0.105, 0.017, -0.124], [0.104, -0.051, 0.005], [-0.081, -0.091, -0.082], [0.056, -0.081, -0.019], [-0.140, -0.007, 0.015], [0.065, -0.102, -0.031], [-0.019, -0.015, -0.099], [-0.047, 0.057, -0.060], [-0.029, 0.085, 0.028], [0.036, 0.059, 0.079], [0.136, 0.196, 0.023]], "lowdin_charge": [-0.103, -0.221, -0.321, -0.047, -0.066, -0.316, 0.098, 0.109, -0.641, 0.996, -0.394, -0.328, -0.064, -0.069, -0.081, -0.071, -0.058, 0.165, -0.399, 0.063, 0.074, 0.068, 0.064, 0.117, 0.107, 0.134, 0.078, 0.070, 0.084, 0.121, 0.084, 0.079, 0.117, 0.108, 0.103, 0.105, 0.107, 0.126]}

=====

{"formula": "C15H18N2O4S", "method": "ωB97M-V/def2-TZVPD", "gap_ev": 7.951, "energy_ev": -37840.27169, "e_homo_ev": -8.3, "lumo_ev": -0.340, "symbols": ["C", "H", "H", "H", "C", "C", "C", "C", "C", "O", "C", "H", "H", "C", "C", "O", "N", "C", "C", "C", "C", "C", "C", "H", "H", "S", "O", "O", "N", "H", "H", "H", "H", "H", "H", "H", "H", "H", "H", "H"], "coordinates": [[1.663517, -4.057318, 2.176438], [2.306239, -4.583125, 1.568062], [0.749848, -4.871128, 2.251407], [1.990485, -4.052648, 3.135962], [1.011244, -2.678816, 1.573005], [0.238029, -1.921662, 2.467453], [-0.396088, -2.224758, 3.580299], [-1.308737, -1.435785, 3.924189], [-1.027761, -0.396601, 3.037072], [-0.127533, -0.732520, 2.239229], [-1.385688, 0.932358, 2.971775], [-0.732946, 1.648885, 2.624378], [-2.132083, 1.363960, 4.004766], [-2.632363, 1.123092, 2.050525], [-2.419103, 1.530658, 0.550510], [-2.900002, 2.524516, -0.021015], [-1.296569, 1.107142, 0.200717], [-0.561239, 1.207990, -1.096354], [-1.087193, 1.760742, -2.059818], [-0.299228, 2.036584, -3.308502], [0.695048, 1.233433, -3.588814], [1.461265, 0.537602, -2.557934], [0.712594, 0.341505, -1.292388], [1.147484, -0.142632, -0.497738], [2.124302, -0.352779, -2.808043], [1.620458, 1.357946, -4.972134], [0.597725, 1.895759, -6.077849], [2.573324, 0.122684, -5.197421], [2.686804, 2.861899, -4.742179], [2.383411, 3.591332, -5.229933], [3.633608, 2.396015, -4.829679], [-0.886696, 2.539182, -4.217990], [-1.969916, 2.436700, -1.928206], [-0.839773, 0.409928, 0.741690], [-3.464647, 1.972801, 2.350392], [-3.086229, 0.080488, 1.989823], [-2.035789, -1.448921, 4.782150], [-0.200872, -3.257014, 4.161442], [0.873764, -2.787205, 0.578180], [2.321309, -2.070291, 1.466532]], "forces_ev_per_angstrom": [[-6.931, -0.558, -1.791], [1.703, -0.384, -1.685], [1.821, 1.854, -0.136], [1.211, 0.797, 2.798], [9.132, -1.151, 2.664], [1.447, -2.995, 0.317], [5.078, -13.250, 2.698], [-5.864, 7.379, 2.540], [-3.089, -0.086, 4.604], [2.390, 3.199, -5.678], [-7.656, 4.591, 2.640], [2.131, 1.378, 0.073], [3.359, -1.460, -2.419], [-4.302, 0.526, -1.502], [-2.531, 5.054, 2.841], [-1.502, -1.414, 0.627], [7.786, -3.841, -4.710], [4.344, -6.681, 7.819], [-2.653, 7.858, -8.812], [-6.231, 0.231, -0.768], [4.305, -1.615, 2.769], [-4.216, -3.413, 3.361], [-0.731, 4.704, -4.253], [0.789, -1.348, 1.721], [-0.246, 1.937, 0.181], [1.352, 2.022, -8.045], [3.834, -2.514, 3.796], [-3.657, 4.783, 1.157], [1.502, -8.490, 3.579], [-1.264, 3.367, -3.154], [-1.352, 1.694, -0.330], [1.695, -0.740, 2.276], [0.708, -1.172, -0.132], [0.073, -0.494, 0.488], [2.125, -2.409, -0.223], [-0.227, 1.426, 0.345], [1.117, 0.134, -1.196], [-0.471, 2.274, -1.640], [-1.432, -0.195, -2.973], [-3.546, -0.996, 0.151]], "lowdin_charge": [-0.085, 0.024, 0.124, 0.017, -0.104, -0.387, -0.117, 0.005, -0.399, 0.137, -0.111, 0.100, 0.223, -0.095, -0.513, 0.025, 0.137, -0.155, -0.029, -0.007, -0.444, -0.016, 0.097, 0.049, 0.128, 0.868, -0.417, -0.381, -0.030, -0.027, 0.078, 0.173, 0.136, 0.102, 0.166, 0.134, 0.158, 0.182, 0.050, 0.203]}

=====

{"formula": "C15H18N2O5S", "method": "ωB97M-V/def2-TZVPD", "gap_ev": 9.300, "energy_ev": -39899.78528, "e_homo_ev": -8.7, "lumo_ev": 0.618, "symbols": ["C", "O", "C", "C", "C", "C", "C", "C", "C", "C", "N", "S", "O", "O", "C", "C", "C", "C", "C", "O", "O", "N", "C", "H", "H", "H", "H", "H", "H", "H", "H", "H", "H", "H", "H", "H", "H", "H", "H", "H", "H"], "coordinates": [[-4.950427, -2.564836, -0.107062], [-3.868517, -1.748386, -0.480004], [-3.842440, -0.454558, -0.038778], [-4.787488, 0.104195, 0.811800], [-4.662138, 1.422292, 1.221977], [-3.601869, 2.193843, 0.788389], [-2.663932, 1.641448, -0.069755], [-2.770960, 0.327993, -0.496863], [-1.724870, -0.273921, -1.389718], [-0.665726, -1.008009, -0.552732], [-0.067665, -0.175102, 0.471090], [1.049122, 0.953155, -0.021067], [0.938568, 1.260984, -1.421276], [1.010967, 2.041554, 0.911679], [2.560923, 0.050253, 0.211434], [2.768652, -1.236534, 0.667868], [4.145733, -1.448783, 0.646401], [4.738146, -0.280263, 0.175963], [6.158454, -0.032353, -0.016201], [6.667837, 0.986376, -0.425785], [6.899792, -1.102004, 0.321583], [3.744489, 0.622803, -0.084350], [3.873996, 1.967168, -0.577932], [-4.773674, -3.525157, -0.589488], [-4.992184, -2.709429, 0.977604], [-5.904052, -2.156105, -0.456085], [-5.624091, -0.477050, 1.166376], [-5.403877, 1.840031, 1.886334], [-3.502450, 3.218229, 1.111704], [-1.831582, 2.236455, -0.418030], [-1.228288, 0.509847, -1.961354], [-2.183162, -0.989948, -2.072286], [-1.114730, -1.874417, -0.059884], [0.149609, -1.342193, -1.196050], [-0.751515, 0.256315, 1.077243], [2.005414, -1.919830, 0.978081], [4.672095, -2.336170, 0.933601], [7.837921, -0.899273, 0.180658], [3.313327, 2.069715, -1.508366], [3.454562, 2.665123, 0.148674], [4.926029, 2.186539, -0.745392]], "forces_ev_per_angstrom": [[-0.202, -0.181, 0.080], [0.277, 0.347, -0.059], [0.051, 0.177, 0.035], [-0.092, -0.328, -0.048], [0.071, 0.121, -0.010], [-0.075, 0.115, 0.113], [-0.129, -0.106, 0.003], [-0.037, -0.222, -0.169], [0.033, -0.113, 0.090], [-0.125, -0.224, -0.569], [0.789, 0.699, -0.120], [-0.015, -0.418, 0.453], [-0.012, -0.270, 0.063], [-0.102, -0.118, 0.151], [-0.624, -0.121, 0.051], [-0.267, 0.075, 0.006], [0.257, 0.401, -0.191], [-0.340, -0.662, 0.273], [0.562, 0.453, -0.195], [-0.055, -0.074, 0.030], [0.002, -0.440, 0.161], [0.208, -0.140, -0.022], [0.207, 0.906, -0.355], [-0.063, 0.049, 0.058], [-0.008, 0.022, -0.048], [0.044, -0.001, 0.027], [-0.060, -0.081, 0.011], [-0.057, 0.033, 0.052], [0.006, 0.099, 0.033], [0.075, 0.075, -0.070], [-0.101, -0.074, -0.029], [0.059, 0.031, -0.056], [0.117, 0.031, -0.048], [-0.118, -0.209, -0.041], [0.053, 0.245, 0.233], [-0.172, -0.108, 0.076], [0.112, -0.143, 0.047], [-0.244, 0.216, -0.062], [0.108, -0.009, 0.047], [0.081, -0.033, -0.031], [-0.211, -0.020, 0.032]], "lowdin_charge": [-0.083, -0.092, -0.226, -0.022, -0.085, -0.083, -0.041, -0.169, -0.121, -0.215, -0.123, 0.656, -0.282, -0.281, -0.278, -0.036, 0.004, -0.137, -0.464, 0.094, 0.112, -0.053, 0.006, 0.094, 0.096, 0.098, 0.101, 0.103, 0.103, 0.115, 0.104, 0.122, 0.125, 0.120, 0.106, 0.103, 0.113, 0.133, 0.096, 0.101, 0.086]}